Record 1
45
Properties=species:S:1:pos:R:3:lowdin_charge:R:1 method="wB97M-V/def2-TZVPD" gap_ev=6.44 e_above_lowest_kcal_mol=0.0 spin_multiplicity=1 e_tot_ev=-30523.26297
C 2.079 -2.982 -2.080 -0.208
C 0.578 -3.165 -1.860 -0.242
H 2.283 -2.161 -2.778 -0.034
H 2.501 -3.909 -2.501 0.061
H 2.582 -2.759 -1.134 0.049
H 0.072 -2.201 -1.936 -0.091
H 0.157 -3.827 -2.624 0.063
H 0.366 -3.568 -0.867 0.057
C 1.036 2.612 -1.201 -0.110
C 0.971 3.984 -1.424 -0.026
C -0.279 4.587 -1.629 -0.032
C -1.429 3.798 -1.594 0.013
H 1.977 2.065 -1.124 0.123
H 1.905 4.544 -1.437 0.114
H -0.335 5.655 -1.834 0.114
H -2.428 4.183 -1.791 0.110
N -0.072 1.864 -1.140 -0.018
C -1.294 2.436 -1.300 -0.186
C -2.386 1.486 -1.109 -0.159
N -1.967 0.201 -0.876 0.080
C -2.853 -0.692 -0.384 -0.040
C -4.653 0.913 -0.586 -0.032
C -4.203 -0.366 -0.228 -0.034
H -2.469 -1.679 -0.108 0.136
H -4.882 -1.113 0.180 0.112
C -3.733 1.853 -1.054 0.014
H -3.989 2.872 -1.347 0.113
H -5.709 1.171 -0.504 0.116
Be -0.232 0.122 -1.124 -0.220
I 0.606 -0.054 -3.428 0.375
C 0.864 -2.173 3.123 -0.062
C 1.693 -1.045 2.501 -0.644
C 1.426 0.266 3.256 -0.063
C 3.174 -1.405 2.626 -0.061
C 1.258 -0.863 1.108 -0.099
C 0.745 -0.598 0.034 -0.033
H 1.256 -2.455 4.106 0.081
H 0.870 -3.060 2.487 0.084
H -0.171 -1.840 3.240 0.080
H 1.751 0.195 4.304 0.086
H 1.952 1.103 2.787 0.082
H 0.355 0.488 3.237 0.080
H 3.432 -2.261 1.996 0.085
H 3.803 -0.555 2.347 0.084
H 3.391 -1.669 3.667 0.079

Record 2
47
Properties=species:S:1:pos:R:3:lowdin_charge:R:1 method="wB97M-V/def2-TZVPD" charge=-1 gap_ev=7.41 spin_multiplicity=1 e_tot_ev=-118907.29660
N 3.438 -3.099 2.078 -0.045
C 3.454 -3.015 0.599 -0.379
C 2.030 -2.633 0.095 -0.317
In 2.182 -1.501 -1.829 0.314
Br 3.223 -3.228 -3.569 -0.201
C 3.604 0.222 -1.757 -0.316
C 3.179 1.481 -0.958 -0.383
C 2.161 2.414 -1.639 -0.492
S 0.453 1.832 -1.781 0.911
C -0.218 1.773 -0.167 -1.040
S 0.625 1.968 1.227 0.733
N -1.634 1.574 -0.168 -0.094
C -2.017 0.276 -0.687 -0.278
C -3.114 0.234 -1.520 -0.025
C -3.576 -0.957 -2.025 -0.088
C -2.930 -2.140 -1.723 -0.088
C -1.815 -2.091 -0.922 -0.088
C -1.368 -0.903 -0.399 -0.074
C -2.264 1.853 1.105 -0.301
C -2.662 3.151 1.306 -0.041
C -3.242 3.546 2.489 -0.088
C -3.450 2.604 3.472 -0.110
C -3.072 1.299 3.278 -0.086
C -2.484 0.920 2.092 -0.033
H 2.498 -3.246 2.423 0.038
H 3.997 -3.875 2.415 0.040
H 3.721 -4.003 0.208 0.093
H 4.128 -2.227 0.243 0.066
H 1.499 -3.573 -0.121 0.019
H 1.479 -2.102 0.884 0.014
H 0.582 -1.112 -2.515 -0.082
H 4.507 -0.160 -1.258 0.024
H 3.901 0.454 -2.789 0.025
H 2.890 1.213 0.059 0.039
H 4.096 2.089 -0.842 0.098
H 2.505 2.537 -2.675 0.076
H 2.227 3.410 -1.187 0.073
H -3.625 1.159 -1.777 0.119
H -4.464 -0.933 -2.653 0.101
H -3.255 -3.099 -2.115 0.104
H -1.300 -3.027 -0.722 0.113
H -0.490 -0.866 0.244 0.103
H -2.521 3.893 0.524 0.123
H -3.524 4.585 2.634 0.102
H -3.911 2.864 4.422 0.100
H -3.251 0.556 4.050 0.106
H -2.190 -0.115 1.949 0.117

Record 3
88
Properties=species:S:1:pos:R:3:lowdin_charge:R:1 method="wB97M-V/def2-TZVPD" charge=-1 gap_ev=5.72 spin_multiplicity=1 e_tot_ev=-574008.93436
C 0.099 -1.741 -0.896 -0.229
C -0.656 -0.553 -0.184 -0.794
I -1.944 0.380 -1.673 0.778
C -1.503 -1.149 1.013 -0.928
I -3.033 -2.521 0.148 0.643
N -2.252 -0.192 1.780 -0.422
P -1.305 1.105 2.365 0.720
C 0.473 0.540 2.681 -0.318
O -1.149 2.247 1.056 -0.442
H 0.981 -1.326 -1.416 0.066
H -0.544 -2.191 -1.665 0.017
H 0.427 -2.484 -0.154 0.011
H 0.105 0.170 0.135 0.033
H -0.900 -1.834 1.652 0.029
H 0.809 -0.303 2.044 -0.013
H 0.635 0.352 3.753 0.018
H 1.125 1.405 2.423 -0.034
H -0.276 2.181 0.660 -0.029
C -0.854 3.345 -4.532 -1.560
Cl -0.705 4.481 -5.880 0.485
Cl -2.546 2.921 -4.261 0.472
Cl 0.112 1.898 -4.828 0.485
H -0.481 3.827 -3.637 -0.017
C 1.134 -3.889 2.908 -1.522
Cl 1.884 -5.091 3.966 0.524
Cl 2.364 -2.842 2.187 0.550
Cl 0.179 -4.677 1.650 0.547
H 0.470 -3.273 3.505 0.017
C -5.860 4.598 -2.808 -1.548
Cl -5.868 6.059 -3.805 0.507
Cl -7.196 4.626 -1.652 0.521
Cl -5.940 3.154 -3.820 0.505
H -4.930 4.571 -2.252 0.013
C 3.578 4.274 -4.855 -1.559
Cl 3.609 5.745 -5.838 0.521
Cl 2.219 4.303 -3.727 0.550
Cl 3.515 2.840 -5.884 0.519
H 4.495 4.233 -4.275 -0.106
C -5.453 -2.086 3.495 -1.515
Cl -3.823 -1.754 4.062 0.505
Cl -6.083 -3.576 4.224 0.477
Cl -6.530 -0.726 3.845 0.505
H -5.415 -2.222 2.419 -0.025
C 3.872 -5.782 0.177 -1.528
Cl 4.617 -6.989 1.237 0.499
Cl 5.102 -4.734 -0.543 0.488
Cl 2.915 -6.570 -1.081 0.530
H 3.209 -5.168 0.776 -0.050
C -8.720 -5.892 2.619 -1.555
Cl -8.647 -4.828 1.213 0.536
Cl -10.398 -6.336 2.979 0.534
Cl -7.739 -7.338 2.359 0.529
H -8.319 -5.358 3.472 -0.077
C -2.687 6.447 -9.091 -1.544
Cl -1.068 6.708 -8.432 0.503
Cl -3.378 4.942 -8.479 0.522
Cl -3.741 7.816 -8.713 0.515
H -2.606 6.370 -10.169 0.009
C 7.475 2.762 -2.914 -1.509
Cl 6.419 1.383 -2.604 0.555
Cl 6.721 3.880 -4.059 0.589
Cl 7.871 3.595 -1.407 0.545
H 8.395 2.397 -3.353 0.012
C 8.872 -6.064 -1.266 -1.539
Cl 10.222 -7.208 -1.237 0.512
Cl 8.393 -5.710 -2.931 0.518
Cl 7.501 -6.685 -0.344 0.487
H 9.201 -5.141 -0.805 0.013
C 4.284 2.742 2.515 -1.541
Cl 3.122 2.696 1.187 0.544
Cl 4.822 1.111 2.928 0.519
Cl 5.664 3.768 2.102 0.504
H 3.792 3.167 3.381 0.016
C -9.612 -5.713 6.519 -1.538
Cl -9.093 -7.067 7.531 0.522
Cl -10.810 -4.727 7.366 0.524
Cl -8.226 -4.729 6.033 0.516
H -10.074 -6.115 5.624 -0.050
C -4.138 0.440 7.404 -1.537
Cl -5.227 -0.925 7.138 0.500
Cl -4.152 0.928 9.106 0.500
Cl -2.497 0.045 6.887 0.504
H -4.489 1.275 6.809 0.018
C 9.951 6.313 -2.722 -1.566
Cl 10.856 4.958 -3.407 0.511
Cl 10.940 7.196 -1.555 0.523
Cl 9.381 7.391 -4.001 0.522
H 9.087 5.915 -2.204 -0.046

Record 4
46
Properties=species:S:1:pos:R:3:lowdin_charge:R:1 method="wB97M-V/def2-TZVPD" gap_ev=8.57 e_above_lowest_kcal_mol=0.0 spin_multiplicity=1 e_tot_ev=-47425.23281 smiles="CC1(C)C[C@@H]2C[C@@](C)(CN2C(=S)NC(=O)c2ccccc2Cl)C1"
C -1.448 1.663 1.417 -0.051
C -1.717 0.466 2.343 -0.518
C -2.577 0.991 3.485 -0.063
C -2.571 -0.583 1.589 -0.112
C -1.759 -1.715 0.884 -0.265
C -0.880 -2.333 1.964 -0.100
C 0.206 -1.287 2.121 -0.467
C 1.339 -1.866 2.986 -0.042
C 0.599 -1.048 0.627 -0.049
N -0.721 -1.249 -0.065 -0.006
C -1.085 -0.582 -1.243 -0.762
S -2.675 -0.443 -1.760 0.667
N -0.193 -0.001 -2.076 0.077
C 1.028 -0.480 -2.563 -0.477
O 1.555 -1.507 -2.234 0.116
C 1.835 0.472 -3.360 -0.187
C 2.452 1.596 -2.795 -0.013
C 3.127 2.543 -3.602 -0.066
C 3.094 2.383 -4.999 -0.080
C 2.472 1.259 -5.563 -0.093
C 1.823 0.313 -4.750 -0.607
Cl 0.976 -1.009 -5.450 0.748
C -0.357 -0.070 2.856 -0.093
H -0.484 1.535 0.866 0.075
H -1.378 2.656 1.974 0.104
H -2.212 1.775 0.663 0.064
H -3.526 1.374 3.145 0.086
H -2.070 1.826 3.959 0.081
H -2.751 0.171 4.195 0.089
H -3.238 -0.077 0.857 0.077
H -3.213 -1.080 2.297 0.109
H -2.427 -2.494 0.482 0.145
H -0.485 -3.276 1.553 0.138
H -1.381 -2.547 2.909 0.136
H 2.126 -1.101 3.235 0.099
H 0.926 -2.240 3.931 0.086
H 1.848 -2.677 2.469 0.079
H 1.356 -1.715 0.247 0.110
H 1.011 -0.038 0.473 0.122
H -0.624 0.750 -2.672 0.149
H 2.471 1.696 -1.729 0.107
H 3.646 3.422 -3.160 0.114
H 3.575 3.117 -5.658 0.108
H 2.435 1.053 -6.649 0.112
H -0.505 -0.386 3.904 0.124
H 0.376 0.742 2.892 0.128

Record 5
59
Properties=species:S:1:pos:R:3:lowdin_spin:R:1 method="wB97M-V/def2-TZVPD" s2=8.77 gap_ev="7.64 / 6.50" e_above_lowest_kcal_mol=1.1 spin_multiplicity=6 e_tot_ev=-79716.03025
Ru 0.340 -0.163 -0.011 3.903
C -1.707 2.652 2.999 0.004
C -0.992 1.526 2.322 0.013
N -0.402 1.667 1.195 0.069
O -0.517 2.937 0.658 0.009
C -0.986 0.203 2.926 0.007
C -1.387 -0.039 4.345 0.005
N -0.663 -0.806 2.166 0.226
O -0.709 -1.987 2.577 0.167
H -2.176 3.295 2.259 0.001
H -1.003 3.265 3.566 0.000
H -2.456 2.269 3.687 0.000
H -0.111 2.821 -0.224 0.001
H -1.289 0.863 4.945 0.001
H -0.758 -0.823 4.767 0.001
H -2.419 -0.393 4.423 -0.001
Cl -4.550 -2.558 -5.386 0.002
C -3.242 -2.036 -4.364 0.005
C -1.921 -2.223 -4.785 -0.001
C -0.874 -1.816 -3.996 0.008
C -1.094 -1.203 -2.742 0.010
O -0.067 -0.827 -2.032 0.122
C -2.434 -1.028 -2.333 0.006
C -2.788 -0.395 -1.084 0.004
O -2.020 -0.025 -0.206 0.079
C -3.494 -1.444 -3.157 -0.002
H -1.733 -2.691 -5.741 0.000
H 0.147 -1.959 -4.322 0.000
H -3.867 -0.237 -0.923 0.004
H -4.513 -1.294 -2.825 0.000
C 4.530 1.749 -2.357 0.000
C 3.307 1.825 -1.457 0.000
O 3.350 3.047 -0.722 0.001
P 1.760 1.862 -2.422 0.004
O 1.907 3.134 -3.355 0.003
O 1.693 0.668 -3.418 0.000
O 0.588 1.930 -1.495 0.049
P 3.166 0.410 -0.299 0.011
O 4.667 0.105 0.154 0.006
O 2.525 -0.714 -1.055 0.073
O 2.330 0.862 0.884 0.094
H 4.548 2.603 -3.033 0.000
H 4.523 0.833 -2.946 0.000
H 5.426 1.767 -1.740 0.000
H 2.809 2.917 0.073 0.000
H 1.258 3.819 -3.159 0.000
H 1.220 -0.096 -2.975 0.000
H 4.782 0.241 1.101 0.001
C 2.093 -4.892 0.577 0.001
C 2.334 -3.895 1.509 0.002
C 1.687 -2.684 1.363 0.010
N 0.856 -2.425 0.352 0.088
C 0.632 -3.383 -0.544 0.010
C 1.219 -4.634 -0.462 0.003
H 2.581 -5.854 0.662 0.000
H 3.005 -4.048 2.341 0.000
H 1.831 -1.885 2.079 0.002
H -0.038 -3.135 -1.354 0.001
H 0.993 -5.380 -1.210 0.001

Record 6
51
Properties=species:S:1:pos:R:3:lowdin_charge:R:1 method="wB97M-V/def2-TZVPD" gap_ev=9.16 e_above_lowest_kcal_mol=1.7 spin_multiplicity=1 e_tot_ev=-46645.97876 smiles="CC(=O)NC1(c2nnnn2CCOC(=O)Nc2ccc(Cl)cc2)CCCCC1"
C 2.053 1.845 2.935 0.008
C 2.444 1.108 1.668 -0.547
O 3.410 1.419 0.997 0.032
N 1.613 0.080 1.395 0.135
C 1.648 -0.894 0.305 -0.359
C 0.731 -0.430 -0.787 -0.226
N -0.308 -1.101 -1.231 0.096
N -0.866 -0.372 -2.182 -0.010
N -0.234 0.710 -2.352 0.053
N 0.794 0.731 -1.494 -0.034
C 1.590 1.923 -1.421 -0.067
C 0.884 2.997 -0.567 -0.116
O -0.508 3.026 -0.831 0.003
C -1.260 2.149 -0.112 -0.545
O -0.851 1.565 0.864 0.086
N -2.495 2.080 -0.656 0.164
C -3.547 1.225 -0.313 -0.219
C -4.664 1.202 -1.144 -0.018
C -5.737 0.383 -0.856 -0.103
C -5.695 -0.423 0.271 -0.685
Cl -7.037 -1.448 0.639 0.664
C -4.589 -0.413 1.104 -0.095
C -3.517 0.411 0.815 -0.006
C 1.111 -2.210 0.902 -0.122
C 1.206 -3.393 -0.058 -0.194
C 2.631 -3.569 -0.567 -0.199
C 3.106 -2.279 -1.223 -0.181
C 3.070 -1.125 -0.225 -0.113
H 0.997 2.103 2.916 0.075
H 2.240 1.206 3.796 0.087
H 2.654 2.745 3.027 0.087
H 0.758 0.041 1.931 0.136
H 1.698 2.283 -2.447 0.133
H 2.567 1.715 -0.981 0.106
H 1.044 2.798 0.496 0.103
H 1.272 3.983 -0.821 0.137
H -2.608 2.599 -1.516 0.159
H -4.689 1.826 -2.025 0.115
H -6.601 0.366 -1.502 0.106
H -4.564 -1.046 1.976 0.106
H -2.655 0.421 1.459 0.100
H 1.699 -2.421 1.799 0.129
H 0.069 -2.066 1.192 0.119
H 0.878 -4.294 0.462 0.113
H 0.532 -3.223 -0.897 0.094
H 2.670 -4.390 -1.285 0.110
H 3.295 -3.818 0.265 0.114
H 2.464 -2.051 -2.077 0.117
H 4.126 -2.396 -1.592 0.114
H 3.466 -0.222 -0.686 0.103
H 3.708 -1.358 0.630 0.135

Record 7
47
Properties=species:S:1:pos:R:3:lowdin_charge:R:1 method="wB97M-V/def2-TZVPD" charge=+1 gap_ev="6.25 / 6.26" e_above_lowest_kcal_mol=43.0 spin_multiplicity=1 e_tot_ev=-36265.89834
Ir 1.242 -0.797 1.113 1.351
C -1.330 2.344 0.114 0.019
C -0.657 1.149 0.682 -0.239
N 0.481 0.730 0.269 -0.139
N 1.228 1.323 -0.724 0.123
C 2.366 0.695 -0.852 -0.395
O 2.715 -0.333 -0.079 -0.242
C 3.331 1.121 -1.870 -0.159
C 3.032 2.187 -2.720 -0.019
C 3.949 2.578 -3.678 -0.061
C 5.162 1.909 -3.792 -0.058
C 5.461 0.849 -2.948 -0.058
C 4.548 0.452 -1.985 -0.011
C -1.264 0.307 1.798 -0.431
C -1.812 1.166 2.901 0.004
C -1.742 0.776 4.177 -0.041
C -1.048 -0.444 4.502 -0.007
C -0.314 -1.096 3.572 -0.123
N -0.203 -0.632 2.279 -0.158
H -0.859 2.623 -0.824 0.088
H -1.245 3.184 0.807 0.106
H -2.390 2.148 -0.047 0.099
H 2.086 2.699 -2.623 0.110
H 3.721 3.404 -4.337 0.110
H 5.878 2.217 -4.543 0.112
H 6.406 0.332 -3.039 0.111
H 4.773 -0.369 -1.321 0.116
H -2.361 2.053 2.612 0.129
H -2.209 1.350 4.964 0.121
H -1.064 -0.825 5.513 0.123
H 0.296 -1.955 3.815 0.120
C -1.339 -3.359 0.453 -0.187
Si -2.252 -1.840 -0.144 0.499
C -4.024 -2.299 -0.505 -0.173
C -1.451 -1.104 -1.666 -0.167
C -2.447 -0.530 1.238 -0.152
H -1.518 -4.176 -0.251 0.042
H -1.704 -3.690 1.428 0.038
H -0.259 -3.219 0.518 -0.012
H -4.067 -3.057 -1.290 0.042
H -4.608 -1.441 -0.844 0.039
H -4.517 -2.714 0.377 0.041
H -1.684 -1.727 -2.532 0.044
H -0.363 -1.048 -1.591 0.010
H -1.826 -0.101 -1.884 0.038
H -2.930 -1.023 2.089 0.104
H -3.190 0.185 0.867 0.093

Record 8
44
Properties=species:S:1:pos:R:3:lowdin_charge:R:1 method="wB97M-V/def2-TZVPD" charge=+1 gap_ev=7.37 e_above_lowest_kcal_mol=43.2 spin_multiplicity=1 e_tot_ev=-24058.72229
C -1.491 -1.083 -1.981 -0.044
C -0.319 -0.438 -1.352 -0.053
C 1.049 -0.686 -1.719 -0.127
C 2.005 0.376 -1.951 -0.171
C 1.602 1.831 -2.044 -0.036
C 3.357 0.104 -2.176 0.007
C 3.844 -1.204 -2.263 -0.227
C 5.312 -1.475 -2.357 -0.026
C 2.907 -2.240 -2.225 0.014
C 1.545 -2.008 -2.001 -0.171
C 0.645 -3.201 -2.079 -0.035
H -2.255 -0.359 -2.255 0.100
H -1.348 -1.701 -2.867 0.087
H -1.930 -1.719 -1.196 0.097
H -0.500 0.546 -0.945 0.101
H 2.508 2.459 -2.111 0.088
H 1.000 2.053 -2.944 0.104
H 1.054 2.180 -1.156 0.082
H 4.076 0.933 -2.275 0.136
H 5.498 -2.550 -2.394 0.084
H 5.740 -1.040 -3.264 0.098
H 5.868 -1.051 -1.510 0.101
H 3.268 -3.272 -2.346 0.131
H 1.249 -4.115 -2.054 0.091
H -0.047 -3.259 -1.235 0.082
H 0.059 -3.237 -3.007 0.098
C -3.627 3.479 4.547 -0.065
C -3.262 2.330 5.267 -0.056
C -2.820 1.185 4.581 -0.012
C -2.678 1.180 3.175 -0.140
C -2.090 -0.036 2.472 -0.377
N -1.330 0.193 1.373 0.044
N -0.762 -0.853 0.610 0.069
O -2.273 -1.200 2.933 0.041
C -3.127 2.309 2.464 -0.047
C -3.578 3.458 3.144 -0.068
H -3.957 4.384 5.069 0.113
H -3.333 2.329 6.361 0.114
H -2.577 0.289 5.158 0.122
H -1.427 1.084 0.889 0.139
H 0.287 -0.837 0.711 0.156
H -1.097 -1.746 1.010 0.146
H -3.143 2.280 1.372 0.103
H -3.903 4.330 2.571 0.109

Record 9
48
Properties=species:S:1:pos:R:3:lowdin_charge:R:1 method="wB97M-V/def2-TZVPD" gap_ev=8.77 e_above_lowest_kcal_mol=0.0 spin_multiplicity=1 e_tot_ev=-49276.73498 smiles="Cc1nc(SCC(=O)NC[C@@H]2CCCO2)c2c3c(sc2n1)CCCC3"
C -2.940 -1.212 2.423 -0.009
C -2.286 -0.442 1.331 -0.392
N -1.986 -1.115 0.223 0.110
C -1.412 -0.495 -0.785 -0.496
S -0.971 -1.524 -2.142 1.004
C -1.466 -3.126 -1.450 -0.350
C -0.885 -3.403 -0.064 -0.590
O -1.509 -4.020 0.767 0.058
N 0.399 -3.008 0.084 0.054
C 1.078 -3.040 1.356 -0.109
C 1.032 -1.675 2.060 -0.310
C 1.742 -0.559 1.281 -0.120
C 2.262 0.328 2.408 -0.147
C 2.628 -0.720 3.456 -0.196
O 1.677 -1.762 3.322 -0.090
C -1.126 0.875 -0.737 -0.200
C -0.530 1.800 -1.644 -0.221
C -0.415 3.038 -1.104 -0.464
S -1.032 3.151 0.533 1.103
C -1.468 1.474 0.499 -0.532
N -2.026 0.841 1.515 0.128
C 0.159 4.225 -1.797 -0.200
C 0.955 3.771 -3.021 -0.192
C 0.144 2.764 -3.833 -0.188
C -0.070 1.481 -3.031 -0.165
H -4.020 -1.095 2.348 0.086
H -2.696 -2.266 2.315 0.071
H -2.622 -0.832 3.390 0.082
H -2.552 -3.166 -1.390 0.089
H -1.108 -3.872 -2.161 0.087
H 0.808 -2.433 -0.638 0.098
H 2.118 -3.343 1.208 0.132
H 0.574 -3.779 1.982 0.129
H -0.021 -1.409 2.230 0.138
H 1.073 -0.034 0.602 0.100
H 2.578 -0.972 0.711 0.123
H 3.111 0.943 2.117 0.112
H 1.463 0.971 2.778 0.115
H 2.580 -0.346 4.481 0.120
H 3.637 -1.118 3.271 0.121
H 0.792 4.790 -1.110 0.112
H -0.656 4.889 -2.107 0.122
H 1.207 4.637 -3.635 0.111
H 1.887 3.304 -2.696 0.120
H 0.658 2.530 -4.766 0.111
H -0.825 3.203 -4.082 0.122
H -0.804 0.840 -3.523 0.091
H 0.864 0.914 -2.975 0.121